1.
Entry from the Open Molecules 2025 dataset: 2 unconnected molecules or ions with the total composition C5H8O2 in a non-equilibrium geometry (ωB97M-V/def2-TZVPD).

Structure (XYZ):
```
15
Properties=species:S:1:pos:R:3:forces:R:3
C -0.763 1.007 0.557 -0.033 -0.122 -0.260
C -1.184 -0.258 0.220 0.373 0.144 -0.052
O -0.851 -0.666 -1.056 0.297 -0.219 -0.134
C 0.509 -0.571 -1.311 0.488 -0.053 -0.354
C 1.474 -0.808 -0.185 0.169 -0.025 0.110
C 1.180 0.599 -0.679 0.204 0.051 -0.368
O 0.348 1.516 -0.004 -0.139 0.131 -0.558
H -1.310 1.794 1.061 0.399 -0.440 0.542
H -1.285 -1.096 0.898 -0.831 0.296 -0.162
H 0.721 -0.872 -2.327 0.215 -0.051 0.020
H 1.110 -1.133 0.785 -0.002 0.095 -0.237
H 2.436 -1.223 -0.462 0.004 0.179 0.109
H 1.959 1.157 -1.175 0.019 -0.108 -0.073
H -2.411 0.115 1.564 -0.417 0.310 1.030
H -1.988 0.411 2.129 -0.747 -0.191 0.385
```
Positions in Å, forces in eV/Å.

HOMO-LUMO gap = 0.3335 hartree
Energy above the lowest of the compared OMol25 structures with the same formula, charge and spin = 127.4 kcal/mol
LUMO level = 0.9 eV
HOMO energy = -8.2 eV
Max |F| = 1.15 eV/A

Here are the Löwdin charges for atoms 1 to 2, given in e: -0.16, -0.23

2.
Entry from the Open Molecules 2025 dataset: a single C5H8O2 molecule (ωB97M-V/def2-TZVPD).

Structure (XYZ):
```
15
Properties=species:S:1:pos:R:3:forces:R:3
O 2.407 0.903 -0.530 0.042 -0.366 0.213
C 2.175 0.011 0.255 -0.009 0.330 -0.089
C 0.790 -0.242 0.804 -0.037 0.002 -0.002
C -0.287 -0.119 -0.277 -0.124 0.019 0.207
O 0.163 -0.390 -1.575 0.073 0.125 -0.038
C -1.661 -0.630 -0.014 -0.113 -0.160 0.063
C -1.428 0.855 -0.156 -0.054 0.206 -0.029
H 2.995 -0.648 0.614 -0.132 0.150 -0.019
H 0.642 0.521 1.579 -0.041 -0.104 -0.044
H 0.751 -1.214 1.303 0.059 0.023 -0.129
H 0.783 0.320 -1.797 -0.050 -0.136 -0.076
H -1.902 -1.007 0.977 0.101 0.012 -0.149
H -2.133 -1.154 -0.840 0.053 0.106 0.139
H -1.761 1.322 -1.078 0.077 -0.066 0.121
H -1.533 1.472 0.734 0.154 -0.140 -0.168
```
Positions in Å, forces in eV/Å.

HOMO-LUMO gap = 0.3970 hartree
Energy above the lowest of the compared OMol25 structures with the same formula, charge and spin = 36.1 kcal/mol
LUMO level = 0.9 eV
HOMO energy = -9.9 eV
Max |F| = 0.43 eV/A

Here are the Löwdin charges for atoms 1 to 2, given in e: 0.05, -0.23

3.
Entry from the Open Molecules 2025 dataset: a molecular structure, C5H8O2 in a non-equilibrium geometry (ωB97M-V/def2-TZVPD).

Structure (XYZ):
```
15
Properties=species:S:1:pos:R:3:forces:R:3
C 0.172 0.458 -1.588 0.075 0.020 -0.055
C 0.580 0.220 -0.140 -0.018 -0.101 -0.206
O 1.904 0.539 0.115 0.210 -0.122 -0.030
C -0.494 0.726 0.866 -0.443 -0.238 0.174
C -1.231 -0.761 0.705 -0.041 0.424 0.083
C 0.199 -1.105 0.459 0.400 -0.268 0.101
O 0.948 -1.803 1.108 -0.290 -0.119 -0.472
H 0.468 1.466 -1.893 0.017 -0.090 0.078
H 0.665 -0.265 -2.241 0.023 0.128 0.018
H -0.911 0.368 -1.730 0.274 0.017 0.080
H 2.203 -0.201 0.678 0.266 0.274 -0.109
H -0.007 0.867 1.840 -0.349 -0.296 -0.154
H -0.939 1.689 0.560 -0.487 -0.779 0.072
H -1.689 -1.433 1.446 0.088 1.027 0.324
H -1.869 -0.765 -0.184 0.275 0.125 0.095
```
Positions in Å, forces in eV/Å.

HOMO-LUMO gap = 0.3921 hartree
Energy above the lowest of the compared OMol25 structures with the same formula, charge and spin = 34.8 kcal/mol
LUMO level = 0.9 eV
HOMO energy = -9.8 eV
Max |F| = 1.08 eV/A

Here are the Löwdin charges for atoms 1 to 2, given in e: 0.00, -0.54

4.
Entry from the Open Molecules 2025 dataset: a single C5H8O2 molecule (ωB97M-V/def2-TZVPD).

Structure (XYZ):
```
15
Properties=species:S:1:pos:R:3:forces:R:3
C 1.237 -0.676 -1.817 -0.043 0.002 -0.013
C 0.774 -0.707 -0.359 0.050 -0.170 0.147
C -0.621 -0.130 -0.041 -0.155 0.040 0.072
C -0.656 0.427 1.364 0.269 -0.020 0.112
O -0.158 -0.111 2.329 -0.245 0.246 -0.421
C -1.343 1.785 1.590 -0.312 0.220 -0.215
O -1.933 2.379 0.723 0.302 -0.276 0.389
H 0.568 -1.204 -2.506 0.002 0.073 0.189
H 2.218 -1.162 -1.877 -0.180 0.109 -0.062
H 1.358 0.351 -2.184 -0.094 -0.150 0.082
H 1.519 -0.162 0.234 -0.148 -0.088 -0.044
H 0.800 -1.734 0.011 0.103 0.053 -0.010
H -0.940 0.637 -0.755 0.104 -0.060 0.175
H -1.415 -0.900 -0.033 0.356 0.110 -0.264
H -1.251 2.166 2.629 -0.011 -0.089 -0.137
```
Positions in Å, forces in eV/Å.

HOMO-LUMO gap = 0.3425 hartree
Energy above the lowest of the compared OMol25 structures with the same formula, charge and spin = 21.6 kcal/mol
LUMO level = -0.5 eV
HOMO energy = -9.8 eV
Max |F| = 0.56 eV/A

Here are the Löwdin charges for atoms 1 to 2, given in e: -0.11, -0.25

5.
Entry from the Open Molecules 2025 dataset: a molecular structure, C5H8O2 (ωB97M-V/def2-TZVPD).

Structure (XYZ):
```
15
Properties=species:S:1:pos:R:3:forces:R:3
C -1.429 1.221 -0.668 0.046 -0.068 -0.050
C -0.469 0.097 -0.390 -0.050 0.304 -0.103
C 1.026 -0.001 -0.658 0.049 0.060 -0.162
C 0.487 0.003 0.745 -0.078 -0.165 -0.067
O 0.789 0.944 1.707 0.225 0.036 0.040
C -0.121 -1.370 0.992 0.134 -0.146 0.320
O -0.961 -1.230 -0.184 -0.058 -0.057 0.008
H -1.980 1.118 -1.608 0.200 -0.111 0.057
H -0.902 2.182 -0.681 0.026 -0.228 -0.045
H -2.163 1.276 0.146 0.137 -0.110 -0.151
H 1.483 -0.933 -0.996 -0.350 0.207 -0.227
H 1.500 0.896 -1.043 -0.069 0.059 0.286
H 1.744 1.074 1.686 -0.116 0.055 0.156
H 0.579 -2.216 0.957 -0.271 0.022 -0.131
H -0.762 -1.448 1.874 0.175 0.141 0.069
```
Positions in Å, forces in eV/Å.

HOMO-LUMO gap = 0.3610 hartree
Energy above the lowest of the compared OMol25 structures with the same formula, charge and spin = 58.7 kcal/mol
LUMO level = 0.8 eV
HOMO energy = -9.1 eV
Max |F| = 0.47 eV/A

Here are the Löwdin charges for atoms 1 to 2, given in e: 0.02, -0.41

6.
Entry from the Open Molecules 2025 dataset: a single C5H8O2 molecule (ωB97M-V/def2-TZVPD).

Structure (XYZ):
```
15
Properties=species:S:1:pos:R:3:forces:R:3
O -1.200 -1.714 1.203 0.199 -0.017 -0.634
C -0.608 -1.225 0.277 -0.176 -0.466 0.175
C -0.983 -0.341 -0.915 -0.195 -0.032 -0.018
C 0.414 0.310 -0.702 0.025 0.065 0.042
C 0.323 1.405 0.365 0.135 0.165 -0.219
O -0.594 1.075 1.395 0.073 0.161 0.313
C 0.881 -0.988 -0.001 0.144 -0.203 0.086
H -1.882 0.277 -0.854 0.157 -0.139 0.072
H -0.999 -0.957 -1.821 0.020 0.122 0.067
H 0.969 0.633 -1.595 -0.189 -0.087 0.350
H -0.064 2.331 -0.070 0.028 -0.088 0.024
H 1.330 1.622 0.757 -0.210 -0.079 -0.005
H -0.400 0.234 1.841 0.156 0.583 -0.171
H 1.591 -0.918 0.831 -0.196 -0.037 -0.073
H 1.224 -1.743 -0.711 0.029 0.054 -0.010
```
Positions in Å, forces in eV/Å.

HOMO-LUMO gap = 0.3870 hartree
Energy above the lowest of the compared OMol25 structures with the same formula, charge and spin = 33.2 kcal/mol
LUMO level = 0.8 eV
HOMO energy = -9.7 eV
Max |F| = 0.66 eV/A

Here are the Löwdin charges for atoms 1 to 2, given in e: 0.10, -0.41

7.
Entry from the Open Molecules 2025 dataset: 3 unconnected molecules or ions with the total composition C5H8O2 (ωB97M-V/def2-TZVPD).

Structure (XYZ):
```
15
Properties=species:S:1:pos:R:3:forces:R:3
C 1.543 -0.280 0.778 -0.134 0.001 0.008
C 0.251 0.039 0.412 0.338 0.039 0.206
C -0.826 1.021 0.860 0.091 0.289 0.091
O -1.878 0.077 0.470 -0.090 -0.037 0.056
C -0.906 -0.850 -0.029 0.016 -0.322 -0.129
C -0.210 -0.295 -1.207 -0.133 -0.036 0.021
O -0.897 0.620 -1.896 -0.159 -0.039 0.062
H 2.163 0.447 1.299 -0.096 -0.067 -0.083
H 1.865 -1.311 0.860 -0.046 0.155 -0.067
H 2.140 -0.654 -0.992 -0.006 -0.018 -0.002
H -0.904 1.963 0.307 0.022 -0.118 0.072
H -0.868 1.206 1.936 0.005 -0.033 -0.138
H -1.022 -1.898 0.235 0.013 0.135 -0.081
H 1.382 -0.691 -1.425 0.029 -0.001 0.096
H -1.832 0.607 -1.607 0.151 0.052 -0.114
```
Positions in Å, forces in eV/Å.

HOMO-LUMO gap (spin up / spin down) = 0.2990 / 0.2990 hartree
Energy above the lowest of the compared OMol25 structures with the same formula, charge and spin = 173.8 kcal/mol
LUMO level (spin up / spin down) = -0.2 / -0.2 eV
HOMO energy (spin up / spin down) = -8.3 / -8.3 eV
Max |F| = 0.40 eV/A

Here are the Löwdin charges for atoms 1 to 2, given in e: 0.04, -0.35

8.
Entry from the Open Molecules 2025 dataset: 2 unconnected molecules or ions with the total composition C5H8O2 in a non-equilibrium geometry (ωB97M-V/def2-TZVPD).

Structure (XYZ):
```
15
Properties=species:S:1:pos:R:3:forces:R:3
C 0.583 -0.612 1.162 -0.803 -0.760 0.971
C 0.134 0.237 -0.094 -0.012 -0.336 0.391
C 0.706 0.221 -1.492 0.051 -0.351 0.183
C 0.735 1.494 -0.677 0.030 -0.107 0.400
O -1.266 0.363 -0.083 -0.409 0.051 0.093
C -1.878 -0.699 0.450 -0.653 -0.353 -0.122
O -1.602 -1.860 0.309 -0.456 0.714 -0.244
H 0.851 -1.614 0.841 0.133 -0.017 -0.145
H -0.464 -1.136 2.152 3.472 2.517 -2.736
H 1.497 -0.124 1.554 -0.813 -0.345 0.548
H 1.632 -0.313 -1.670 -0.020 0.105 0.056
H -0.019 0.166 -2.308 0.231 -0.055 0.348
H 1.684 1.856 -0.292 -0.060 -0.170 -0.062
H 0.034 2.284 -0.958 0.200 -0.340 0.219
H -2.627 -0.263 1.106 -0.892 -0.553 0.102
```
Positions in Å, forces in eV/Å.

HOMO-LUMO gap = 0.3944 hartree
Energy above the lowest of the compared OMol25 structures with the same formula, charge and spin = 85.7 kcal/mol
LUMO level = 0.8 eV
HOMO energy = -9.9 eV
Max |F| = 5.09 eV/A

Here are the Löwdin charges for atoms 1 to 2, given in e: 0.00, -0.48

9.
Entry from the Open Molecules 2025 dataset: a single C5H8O2 molecule (ωB97M-V/def2-TZVPD).

Structure (XYZ):
```
15
Properties=species:S:1:pos:R:3:forces:R:3
C 1.550 -0.320 0.004 0.167 0.023 -0.170
C 1.080 0.994 -0.630 0.299 0.104 0.120
O -0.283 1.052 -1.013 -0.113 -0.019 -0.066
C -1.157 0.088 -0.523 -0.137 -0.088 -0.129
C -1.625 -0.010 0.904 -0.107 0.078 0.117
C -0.684 -1.039 0.328 -0.128 -0.101 0.009
O 0.603 -0.926 0.860 0.025 -0.006 0.122
H 1.888 -1.033 -0.759 -0.174 0.035 -0.018
H 2.400 -0.090 0.653 0.012 -0.077 -0.224
H 1.288 1.838 0.040 -0.122 -0.151 0.078
H 1.669 1.160 -1.541 -0.066 -0.003 0.164
H -1.916 -0.140 -1.268 0.179 -0.018 0.054
H -1.127 0.610 1.644 -0.173 -0.019 -0.104
H -2.666 -0.249 1.098 0.173 0.058 -0.081
H -1.012 -2.057 0.111 0.166 0.185 0.126
```
Positions in Å, forces in eV/Å.

HOMO-LUMO gap = 0.3719 hartree
Energy above the lowest of the compared OMol25 structures with the same formula, charge and spin = 54.3 kcal/mol
LUMO level = 1.1 eV
HOMO energy = -9.1 eV
Max |F| = 0.34 eV/A

Here are the Löwdin charges for atoms 1 to 2, given in e: -0.17, -0.16

10.
Entry from the Open Molecules 2025 dataset: a single C5H8O2 molecule (ωB97M-V/def2-TZVPD).

Structure (XYZ):
```
15
Properties=species:S:1:pos:R:3:forces:R:3
C -1.708 -0.474 -0.133 -0.075 0.003 0.010
C -0.398 0.287 -0.068 -0.070 -0.223 0.108
O -0.571 1.685 -0.243 -0.096 0.083 -0.201
C 0.547 0.063 1.138 -0.075 0.045 0.249
C 1.748 -0.205 0.194 0.169 -0.070 -0.040
C 0.760 -0.192 -0.971 0.134 -0.097 -0.534
O 0.825 -0.448 -2.143 -0.035 0.115 0.569
H -2.334 -0.229 0.734 0.138 -0.006 -0.151
H -2.260 -0.202 -1.041 0.117 -0.077 0.113
H -1.543 -1.558 -0.152 0.013 0.191 0.030
H -0.864 1.826 -1.155 0.013 0.050 0.152
H 0.631 0.945 1.777 -0.015 -0.161 -0.104
H 0.275 -0.807 1.744 -0.001 0.143 -0.124
H 2.473 0.614 0.136 -0.141 -0.109 -0.023
H 2.291 -1.144 0.332 -0.076 0.113 -0.055
```
Positions in Å, forces in eV/Å.

HOMO-LUMO gap = 0.3761 hartree
Energy above the lowest of the compared OMol25 structures with the same formula, charge and spin = 23.5 kcal/mol
LUMO level = 0.9 eV
HOMO energy = -9.3 eV
Max |F| = 0.58 eV/A

Here are the Löwdin charges for atoms 1 to 2, given in e: 0.00, -0.51

> Number 4 is which compound?

C5H8O2